Entry 1:
Molecular formula: C6H8S
Method: DFT, ωB97M-V/def2-TZVPD

CARTESIAN COORDINATES (ANGSTROEM)
C: -2.659 -0.097 -0.133
C: -1.347 -0.180 -0.022
C: -0.289 0.980 0.159
C: 0.966 0.338 -0.357
C: 2.309 -0.288 -0.181
C: 1.062 -0.969 0.382
H: -3.377 -0.907 -0.090
H: -3.117 0.914 -0.079
H: -0.548 1.896 -0.374
H: -0.208 1.198 1.213
H: 0.779 0.190 -1.370
H: 2.810 -0.510 -1.160
H: 2.976 0.054 0.648
H: 1.093 -0.806 1.456
S: -0.450 -1.814 -0.092

As for the structure (SMILES): C=C1C[C@H]2C[C@@H]2S1.

Entry 2:
Molecular formula: C91H186AsF9N9O8
Method: DFT, ωB97M-V/def2-TZVPD

CARTESIAN COORDINATES (ANGSTROEM)
C: -8.490 -7.621 2.190
C: -7.751 -7.610 3.471
C: -6.235 -8.020 3.399
C: -5.227 -7.023 2.855
N: -3.720 -7.422 3.138
C: -3.360 -7.149 4.586
C: -3.256 -5.657 4.741
C: -2.759 -5.146 3.378
C: -2.663 -6.392 2.520
C: -3.411 -8.875 2.693
C: -3.349 -9.055 1.173
C: -3.125 -10.518 0.732
H: -9.516 -7.290 2.351
H: -8.521 -8.668 1.889
H: -8.101 -7.004 1.379
H: -8.233 -8.273 4.189
H: -7.849 -6.644 3.968
H: -6.143 -8.975 2.881
H: -5.882 -8.282 4.396
H: -5.409 -6.028 3.261
H: -5.287 -7.027 1.766
H: -2.504 -7.728 4.932
H: -4.022 -7.502 5.377
H: -2.509 -5.459 5.510
H: -4.187 -5.164 5.018
H: -1.863 -4.528 3.439
H: -3.466 -4.417 2.982
H: -1.711 -6.838 2.809
H: -2.840 -6.253 1.454
H: -4.169 -9.535 3.114
H: -2.437 -9.035 3.156
H: -2.475 -8.477 0.872
H: -4.231 -8.607 0.714
H: -2.239 -10.861 1.267
H: -3.002 -10.526 -0.351
H: -4.003 -11.073 1.062
C: 7.624 4.649 -4.918
C: 6.819 3.701 -3.989
C: 6.295 4.418 -2.760
C: 5.390 3.692 -1.829
N: 4.721 4.540 -0.713
C: 5.710 4.746 0.460
C: 5.606 3.609 1.478
C: 4.460 2.730 1.001
C: 3.672 3.686 0.057
C: 4.091 5.916 -1.195
C: 2.968 5.722 -2.236
C: 2.311 7.069 -2.584
H: 7.155 5.583 -5.227
H: 8.077 4.110 -5.751
H: 8.497 4.947 -4.338
H: 7.522 3.000 -3.537
H: 6.111 3.120 -4.580
H: 6.003 5.406 -3.117
H: 7.158 4.732 -2.173
H: 5.699 2.757 -1.360
H: 4.457 3.486 -2.353
H: 5.445 5.711 0.892
H: 6.770 4.834 0.223
H: 5.423 4.070 2.448
H: 6.426 2.892 1.479
H: 3.876 2.175 1.736
H: 4.965 1.900 0.507
H: 3.158 4.425 0.672
H: 3.104 3.149 -0.703
H: 5.015 6.415 -1.487
H: 3.788 6.382 -0.258
H: 2.307 5.046 -1.694
H: 3.325 5.240 -3.145
H: 1.857 7.569 -1.728
H: 1.641 6.877 -3.423
H: 2.994 7.807 -3.005
C: 6.412 4.236 9.224
C: 4.923 3.993 9.365
C: 4.191 4.081 7.994
C: 2.794 3.482 8.033
N: 2.010 3.536 6.653
C: 0.821 2.572 6.639
C: 0.446 2.428 5.117
C: 1.757 2.328 4.441
C: 2.801 2.915 5.513
C: 1.586 5.009 6.280
C: 0.717 5.678 7.323
C: 0.257 7.003 6.821
H: 7.034 4.116 10.112
H: 6.566 5.232 8.810
H: 6.901 3.580 8.503
H: 4.475 4.692 10.071
H: 4.814 2.964 9.709
H: 4.797 3.617 7.216
H: 4.160 5.097 7.600
H: 2.054 3.901 8.715
H: 2.895 2.408 8.190
H: 0.116 3.068 7.306
H: 1.072 1.570 6.988
H: -0.103 3.338 4.875
H: -0.383 1.768 4.862
H: 1.727 2.622 3.391
H: 1.831 1.252 4.287
H: 3.580 3.593 5.165
H: 3.234 2.044 6.004
H: 1.158 4.895 5.284
H: 2.515 5.573 6.208
H: 1.265 5.772 8.261
H: -0.099 5.031 7.644
H: 1.040 7.629 6.393
H: -0.076 7.509 7.727
H: -0.607 6.919 6.161
C: 1.242 -9.102 -4.136
C: -0.031 -8.437 -3.445
C: 0.374 -8.088 -2.032
C: 1.274 -6.853 -1.821
C: 0.479 -5.622 -2.442
C: 0.048 -5.732 -3.964
N: -0.538 -7.163 -4.166
O: -1.011 -7.375 -5.458
C: 1.236 -5.473 -4.870
C: -1.058 -4.716 -4.366
C: -1.198 -9.477 -3.425
H: 0.968 -9.498 -5.114
H: 1.721 -9.863 -3.521
H: 2.037 -8.404 -4.398
H: 0.972 -8.909 -1.638
H: -0.473 -8.201 -1.355
H: 2.206 -7.117 -2.321
H: 1.494 -6.670 -0.769
H: 1.114 -4.762 -2.230
H: -0.367 -5.450 -1.777
H: 2.132 -5.948 -4.470
H: 1.565 -4.434 -4.851
H: 1.117 -5.844 -5.888
H: -1.918 -4.889 -3.719
H: -1.381 -4.685 -5.407
H: -0.687 -3.722 -4.116
H: -1.541 -9.594 -4.453
H: -2.061 -8.983 -2.979
H: -0.940 -10.429 -2.961
C: -2.088 6.929 -6.034
C: -1.353 5.632 -6.226
C: -0.244 5.440 -5.217
C: -0.600 4.775 -3.866
C: -1.490 3.553 -4.084
C: -2.765 3.801 -4.875
N: -2.416 4.506 -6.189
O: -3.540 4.751 -7.005
C: -3.701 4.637 -3.980
C: -3.337 2.486 -5.302
C: -0.638 5.804 -7.595
H: -2.868 7.069 -6.782
H: -1.457 7.817 -6.046
H: -2.658 7.058 -5.114
H: 0.231 6.403 -5.032
H: 0.545 4.783 -5.584
H: -1.086 5.497 -3.210
H: 0.307 4.457 -3.353
H: -1.822 3.136 -3.134
H: -0.902 2.824 -4.641
H: -4.651 4.902 -4.445
H: -3.228 5.569 -3.672
H: -3.979 4.059 -3.099
H: -2.569 1.910 -5.819
H: -4.142 2.633 -6.022
H: -3.676 1.905 -4.445
H: -1.336 5.981 -8.414
H: 0.134 5.099 -7.904
H: -0.069 6.724 -7.734
C: 4.783 -0.596 -3.997
C: 3.326 -0.294 -4.261
C: 2.994 1.154 -3.762
C: 1.652 1.801 -4.158
C: 1.733 1.874 -5.680
C: 1.788 0.465 -6.319
N: 2.936 -0.370 -5.747
O: 3.671 -1.167 -6.596
C: 2.147 0.596 -7.866
C: 0.441 -0.299 -6.129
C: 2.455 -1.200 -3.452
H: 5.453 -0.003 -4.620
H: 4.986 -1.628 -4.284
H: 5.095 -0.323 -2.988
H: 3.764 1.859 -4.075
H: 3.127 1.215 -2.682
H: 1.795 2.834 -3.839
H: 0.856 1.289 -3.618
H: 2.544 2.534 -5.987
H: 0.816 2.341 -6.039
H: 1.986 -0.340 -8.401
H: 3.118 1.080 -7.964
H: 1.413 1.274 -8.302
H: -0.443 0.017 -6.683
H: 0.114 -0.367 -5.091
H: 0.520 -1.336 -6.455
H: 2.826 -1.377 -2.442
H: 2.415 -2.209 -3.861
H: 1.427 -0.844 -3.387
C: -6.554 -0.449 -1.797
C: -5.044 -0.028 -1.665
C: -4.858 1.549 -1.866
C: -5.380 2.380 -0.686
C: -4.659 1.969 0.606
C: -4.812 0.512 0.945
N: -4.493 -0.407 -0.301
O: -4.098 -1.696 -0.091
C: -6.181 0.338 1.599
C: -3.760 0.110 2.057
C: -4.270 -0.733 -2.816
H: -7.089 0.264 -1.170
H: -6.751 -1.467 -1.461
H: -6.957 -0.148 -2.763
H: -5.198 2.026 -2.785
H: -3.808 1.836 -1.931
H: -6.451 2.262 -0.521
H: -5.302 3.439 -0.934
H: -4.966 2.453 1.533
H: -3.574 2.041 0.533
H: -6.229 0.879 2.544
H: -6.458 -0.702 1.772
H: -7.022 0.582 0.951
H: -2.723 0.293 1.776
H: -3.925 -0.824 2.594
H: -3.869 0.804 2.891
H: -4.631 -0.629 -3.840
H: -4.365 -1.812 -2.697
H: -3.213 -0.475 -2.871
C: -1.653 4.659 -0.312
C: -1.562 5.034 1.128
C: -0.118 4.953 1.625
C: 0.168 5.710 2.886
C: -0.153 7.213 2.724
C: -1.598 7.394 2.388
N: -2.023 6.486 1.279
O: -3.311 6.719 0.737
C: -1.905 8.890 2.125
C: -2.392 6.938 3.649
C: -2.306 4.042 2.071
H: -2.652 4.353 -0.623
H: -1.035 3.785 -0.517
H: -1.205 5.434 -0.934
H: 0.655 5.220 0.905
H: 0.011 3.872 1.663
H: 1.195 5.620 3.241
H: -0.317 5.119 3.662
H: 0.359 7.542 1.820
H: 0.259 7.869 3.491
H: -2.943 9.091 1.858
H: -1.392 9.383 1.299
H: -1.807 9.462 3.048
H: -2.331 7.786 4.331
H: -2.077 6.021 4.146
H: -3.443 6.833 3.380
H: -3.353 4.088 1.772
H: -2.298 4.216 3.147
H: -2.037 2.986 2.060
C: 4.195 -5.953 4.202
C: 3.480 -5.065 3.125
C: 2.073 -4.623 3.675
C: 1.522 -3.405 2.949
C: 2.509 -2.160 3.084
C: 3.952 -2.434 2.441
N: 4.390 -3.857 2.839
O: 5.762 -4.122 2.907
C: 4.869 -1.293 2.936
C: 3.823 -2.342 0.904
C: 3.310 -5.810 1.834
H: 3.428 -6.664 4.510
H: 4.531 -5.503 5.137
H: 5.075 -6.459 3.805
H: 2.218 -4.361 4.723
H: 1.431 -5.502 3.624
H: 0.533 -3.171 3.342
H: 1.367 -3.667 1.902
H: 2.526 -1.862 4.132
H: 1.974 -1.341 2.604
H: 5.146 -1.289 3.990
H: 4.525 -0.287 2.694
H: 5.771 -1.459 2.347
H: 4.711 -2.517 0.297
H: 3.536 -1.329 0.622
H: 3.058 -3.072 0.638
H: 2.956 -5.174 1.023
H: 2.640 -6.652 2.010
H: 4.193 -6.297 1.419
As: -4.258 -6.715 -2.150
F: -4.336 -8.462 -1.678
F: -2.796 -6.526 -1.139
F: -4.263 -5.030 -2.657
F: -5.754 -6.941 -3.132
F: -5.262 -6.432 -0.646
F: -3.241 -7.143 -3.576
C: -0.280 0.266 -0.711
O: -0.650 -1.011 -0.061
O: -1.379 0.943 -1.256
C: 0.680 1.097 0.326
F: 0.999 2.324 -0.016
F: 0.075 1.102 1.493
F: 1.903 0.552 0.440
C: -1.122 -2.109 -0.920
C: -1.433 -3.369 -0.076
H: -0.473 -3.808 0.194
H: -1.994 -3.174 0.838
H: -2.075 -4.155 -0.473
H: -0.437 -2.416 -1.710
H: -2.085 -1.838 -1.352
H: 0.294 -0.124 -1.552

The total charge is +7.

Entry 3:
Molecular formula: C6H9NO
Method: DFT, ωB97M-V/def2-TZVPD

CARTESIAN COORDINATES (ANGSTROEM)
C: -0.032 0.267 1.343
C: -0.491 1.767 -0.196
C: -0.326 -1.341 -0.942
C: 1.045 -1.018 -0.504
C: 1.091 0.258 0.340
C: 0.808 1.533 -0.408
H: 0.344 0.721 2.247
H: -0.528 -0.683 1.680
H: -1.229 2.133 -0.924
H: -0.733 -0.631 -1.684
H: 1.623 -0.888 -1.403
H: 1.442 -1.809 0.034
H: 2.110 0.299 0.760
H: 1.379 1.657 -1.353
H: -0.761 -2.764 0.183
N: -1.103 -2.286 -0.641
O: -1.062 1.146 0.894

As for the structure (SMILES): [H]/N=C\C[C@H]1C=COC1.

Results for F_max: 1.983 9.509 2.719 (in eV/A, following the order of the records).
Results for E_LUMO: 0.0352 -0.5951 0.0339 (in hartree, following the order of the records).
Results for energy relative to the best compared isomer or geometry (same formula, charge and spin): 297.9 1271.2 232.5 (in kJ/mol, following the order of the records).